DFT (ωB97M-V/def2-TZVPD) results for a structure of composition C23H29N2O2 at a distorted geometry.

Net charge: +1
Energy above the lowest of the compared OMol25 structures with the same formula, charge and spin, kJ/mol: 2034.76
LUMO, eV: -3.265
Frontier orbital gap, eV: 7.338
E, hartree: -1152.84686
Highest occupied orbital energy, eV: -10.60

Cartesian coordinates (Å):
H1 -3.7718 4.6448 0.8786
H2 0.7090 -2.2210 1.0397
H3 2.7593 0.1055 -0.9015
C1 -3.0055 3.5332 3.6950
H4 -0.3218 2.5829 1.9578
H5 1.5160 -0.8395 -0.6794
C2 -2.7662 -2.1755 -1.8712
H6 -0.7280 4.6820 -0.2829
O1 3.9769 -1.5164 -0.4669
C3 4.2446 -3.9728 -0.8237
C4 -1.1659 1.6521 -0.7281
C5 3.5134 -2.6309 -0.6717
C6 -1.5144 3.8803 -0.1435
H7 -3.8376 -2.5004 -1.5119
H8 4.9042 -3.7178 -1.7721
N1 2.0033 0.2945 -0.6145
C7 -1.8812 2.7852 3.6928
H9 0.5987 0.5639 0.8588
C8 -0.3987 0.5147 -1.3388
C9 -2.0911 -3.3809 -2.3225
C10 -0.7928 -2.9688 -2.6555
C11 1.6739 0.4416 0.5995
C12 2.0768 -0.7720 1.4476
H10 -4.7144 4.3153 3.0779
H11 -2.3020 4.2164 -0.7869
H12 3.1342 -3.1018 1.4019
H13 2.1939 1.4013 0.9446
H14 -4.1701 -0.1230 -0.6692
H15 4.8192 -3.9691 -0.0702
H16 0.8089 -1.4205 -2.6134
C13 2.5770 -3.0634 0.6640
H17 1.6315 -0.6877 2.5940
C14 -3.9879 3.9711 2.7471
C15 -1.9111 3.7501 1.3020
C16 -0.2147 -1.8357 -2.2690
C17 -2.3631 -1.0297 -1.4513
H18 1.2326 2.1165 -1.3069
H19 4.7348 -1.8290 -0.1256
H20 3.6703 -4.7674 -0.9806
H21 2.6525 -2.6988 -1.3923
C18 -3.2321 4.1674 1.5852
H22 -3.3153 2.0812 -0.3244
C19 -2.5734 1.2668 -0.5728
H23 -3.4953 3.0269 4.8920
H24 -2.5705 -4.1487 -2.6754
C20 -3.2287 0.1751 -1.0247
O2 -0.5736 2.8532 -0.6572
C21 -0.9730 -0.5558 -2.0371
H25 -1.2238 2.4676 4.4676
H26 0.0442 -3.5920 -2.9640
H27 1.8261 -3.7718 0.4112
C22 1.1030 1.0067 -1.7104
N2 1.6337 -2.0548 0.9524
C23 -1.2910 3.0705 2.2169
H28 3.0018 -0.9553 1.4978
H29 1.3755 0.7336 -2.5085

=====

DFT (ωB97M-V/def2-TZVPD) results for a structure of composition C23H29N3O3S at a distorted geometry.

Net charge: 0
Energy above the lowest of the compared OMol25 structures with the same formula, charge and spin, kJ/mol: 1907.93
LUMO, eV: 0.322
Frontier orbital gap, eV: 8.685
E, hartree: -1681.33853
Highest occupied orbital energy, eV: -8.36

Cartesian coordinates (Å):
C1 -4.1046 -0.2724 -0.0287
H1 -4.8386 -4.6521 0.9729
N1 4.5874 0.8395 -0.7667
H2 5.4306 1.8722 0.8862
C2 7.1363 -2.5067 0.0417
H3 4.1250 2.7651 -0.4958
C3 4.3132 1.9314 0.2626
H4 6.9786 0.8193 0.1917
C4 5.3033 -0.4258 -0.2930
H5 2.4432 -0.8337 0.1435
H6 -6.3833 -0.2705 -2.3978
O1 -2.7476 1.0669 -2.2309
C5 5.9110 -2.6393 -0.3634
N2 1.9794 1.3919 0.5970
C6 -2.7692 -0.2610 2.2005
H7 -5.8702 1.3306 -1.7265
C7 -5.6019 -4.0733 0.7026
C8 5.0498 -1.7633 -0.5218
H8 -2.4593 -1.1524 3.0755
H9 3.5765 -0.4340 -2.1527
O2 1.1000 3.3817 1.1917
H10 -1.7634 0.0022 1.9088
C9 -3.6817 -0.8931 1.2013
H11 4.0148 -1.9386 -0.9390
H12 -0.0383 2.2865 -1.5113
H13 3.4367 0.5671 1.8069
C10 0.9379 2.3454 0.6116
C11 -5.0957 -0.6909 -0.7533
H14 -3.0598 0.5908 2.6892
H15 -6.2298 -2.2772 -1.4784
C12 7.5787 -1.1222 0.3732
H16 5.5839 -3.7522 -0.2008
H17 3.0246 2.4160 1.8140
H18 -0.7756 1.0970 -0.1316
C13 3.1330 1.6539 1.3930
O3 -1.9298 2.7821 1.6793
C14 -5.5989 -2.0269 -0.4677
H19 -2.2511 3.5113 -1.7764
H20 -3.8914 -2.6431 2.4245
H21 -6.5193 -4.0696 1.4277
C15 -0.2452 2.0047 -0.4349
C16 -4.0794 -2.0531 1.3386
C17 -5.5855 0.2467 -2.0467
C18 -4.9642 -2.6942 0.4335
H22 7.8791 -3.2790 0.2189
C19 3.3230 0.2752 -1.4452
H23 -4.8207 0.4928 -2.7004
H24 1.2905 0.1240 -1.0560
N3 -3.6121 1.0390 -0.1186
C20 2.1291 0.3902 -0.7256
H25 -6.0957 -4.5138 -0.3796
C21 -2.6792 3.1300 -0.8031
C22 -2.9822 1.8016 -1.0600
H26 8.5808 -0.7282 0.7515
H27 -3.4275 1.7676 0.8157
H28 3.1878 1.2578 -1.9816
C23 6.6532 -0.2604 0.0443
H29 -3.4068 3.6034 -0.5247
S1 -1.1795 3.4434 0.3146

=====

DFT (ωB97M-V/def2-TZVPD) results for the molecule C23H29N3O5S at a distorted geometry.

Net charge: 0
Structure (SMILES): CCCCCCOc1ccc(N2C(=O)C[C@H](NCc3ccc(S(N)(=O)=O)cc3)C2=O)cc1
Energy above the lowest of the compared OMol25 structures with the same formula, charge and spin, kJ/mol: 71.78
LUMO, eV: 0.384
Frontier orbital gap, eV: 8.420
E, hartree: -1832.52647
Highest occupied orbital energy, eV: -8.04

Cartesian coordinates (Å):
H1 -4.3657 3.0544 0.3943
H2 1.9627 1.3235 2.4385
C1 0.9323 -2.1810 0.7291
H3 6.3865 -1.4567 -0.6037
H4 -2.3617 1.7370 -1.4902
C2 -4.1083 2.3349 -0.3851
C3 1.5360 1.8548 -0.8718
H5 2.6250 -2.8887 1.8258
H6 -5.6856 -2.7974 1.0093
C4 5.5402 -0.0133 0.5427
H7 4.9718 -3.1712 -0.4447
H8 -6.3758 0.5782 -0.5460
N1 5.4487 -1.1623 -0.3542
O1 4.2497 2.7119 -1.3483
H9 -6.2462 1.4510 0.9803
C5 4.6767 -2.2936 0.1391
H10 -2.3904 -3.2579 -0.6744
H11 2.0866 1.8791 -1.7975
C6 1.4694 1.5502 1.5085
H12 6.4497 1.9560 0.2752
C7 -5.8251 0.6278 0.3972
H13 -3.9811 0.2181 -0.6416
C8 -2.6426 2.5119 -0.7695
H14 -3.7635 0.7515 1.0149
C9 5.8515 1.2312 -0.2790
H15 3.4753 -1.1584 -1.9776
C10 2.1885 1.5628 0.3180
C11 2.7525 -1.4513 -1.2315
O2 -1.8644 2.3776 0.4094
H16 -5.7707 -1.9595 -0.5431
C12 -4.3533 0.9127 0.1122
H17 -2.4715 3.5043 -1.2116
H18 -4.7249 2.5412 -1.2627
N2 -1.6903 -2.8260 -1.2553
O3 3.6791 -0.1971 2.1008
C13 1.4030 -1.2097 -1.4230
C14 2.2799 -2.4300 0.9121
H19 -0.4543 1.7957 2.4088
C15 0.5118 -1.5734 -0.4357
C16 0.1178 1.8134 1.4954
N3 3.5757 1.2438 0.2978
C17 4.4906 1.8392 -0.5610
S1 -1.2253 -1.3140 -0.6662
H20 6.3612 1.0048 -1.2146
H21 0.2009 -2.4298 1.4804
H22 -7.1007 -0.8377 1.3132
H23 -1.9890 -2.7790 -2.2154
H24 -5.5781 -0.5687 2.1647
H25 -4.3299 -1.8002 0.4759
C18 3.1993 -2.0589 -0.0630
C19 -6.0284 -0.6729 1.1756
H26 -0.2896 2.3763 -1.8189
O4 -1.4562 -0.3561 -1.7125
C20 0.1846 2.1416 -0.8807
O5 -1.8712 -1.1387 0.6000
H27 6.2422 -0.1812 1.3756
C21 -0.5488 2.1120 0.3034
C22 4.1566 0.2951 1.1130
C23 -5.4137 -1.8843 0.4827
H28 4.8710 -2.5076 1.2008
H29 1.0293 -0.7355 -2.3159

=====

DFT (ωB97M-V/def2-TZVPD) results for the molecule C23H29N3O5S.

Net charge: 0
Structure (SMILES): O=C(CN(CCc1ccccc1)C(=O)CNS(=O)(=O)c1ccccc1)NC[C@H]1CCCO1
Energy above the lowest of the compared OMol25 structures with the same formula, charge and spin, kJ/mol: 91.58
LUMO, eV: 0.467
Frontier orbital gap, eV: 9.413
E, hartree: -1832.51893
Highest occupied orbital energy, eV: -8.95

Cartesian coordinates (Å):
C1 3.4306 4.6622 -0.1040
H1 -2.8830 2.3210 0.0621
H2 5.0277 -4.1306 -0.5597
C2 3.0311 -3.9705 -1.3132
H3 2.3867 0.5944 -1.2881
H4 1.3185 -0.3285 -2.3703
H5 -3.8672 -1.7344 0.4357
C3 -0.1691 -3.6518 0.6810
O1 -0.6579 3.2729 -0.4054
C4 -0.4728 -2.1576 0.8871
C5 1.8701 2.8912 0.2367
H6 -1.7411 0.3327 0.3755
H7 5.3548 4.3704 0.7824
C6 1.2804 -3.8411 0.3348
C7 -1.0068 -1.4062 -1.4039
N1 0.3842 1.2857 -1.4500
H8 -0.4520 -1.4309 -2.3447
H9 1.4052 4.6529 -0.8554
H10 3.3361 -3.9858 -2.3499
H11 2.5220 1.2096 1.3733
C8 1.0592 -0.7013 -0.2432
H12 -3.5945 1.6774 -1.4427
O2 1.8585 -0.8075 0.6679
H13 -5.7120 -0.4869 2.5229
C9 -4.8386 -1.3341 0.7260
C10 4.0564 2.7135 1.1635
H14 3.6787 5.6290 -0.5148
N2 -0.1161 -1.3602 -0.2726
H15 -0.4124 -4.1777 1.6054
H16 0.9528 -3.8058 -1.7810
H17 -5.5571 -2.1489 0.7824
C11 1.6896 -3.8654 -0.9914
H18 4.3167 -4.0974 1.8028
O3 -4.2527 0.7215 1.7057
C12 3.9797 -4.0529 -0.3096
N3 -2.3604 0.3732 -0.4231
H19 -0.7985 -4.0538 -0.1164
S1 0.2434 2.2136 -0.0621
H20 -6.3478 -0.1149 -0.2292
O4 -2.6223 -0.1388 -2.6108
H21 0.1192 -1.7780 1.7219
C13 4.3713 3.9523 0.6275
H22 0.4086 1.8691 -2.2719
H23 -5.2859 1.8851 0.3584
H24 4.7912 2.1653 1.7325
C14 -3.3306 1.4442 -0.4087
C15 2.7937 2.1733 0.9713
H25 -4.0225 -1.0071 2.7512
C16 -4.7253 -0.5658 2.0410
C17 2.2392 -3.9277 1.3347
C18 -2.0585 -0.2903 -1.5429
C19 -5.2631 -0.2251 -0.2348
C20 -4.5962 1.0292 0.3596
H26 -1.5744 -2.3415 -1.3500
H27 1.9319 -3.9041 2.3700
C21 2.1692 4.1271 -0.3045
O5 -0.1238 1.3303 1.0058
H28 -4.9323 -0.4024 -1.2549
H29 -1.5343 -2.0149 1.1049
C22 1.3614 0.2205 -1.4268
C23 3.5798 -4.0343 1.0156